ORCA calculation (ωB97M-V/def2-TZVPD) on 3 unconnected molecules or ions with the total composition C6H12O.

The geometry in XYZ format:
```
19
Properties=species:S:1:pos:R:3:forces:R:3
C -2.4154 -0.2635 0.7038 -0.02 0.42 -0.01
C -1.5476 0.6742 0.4953 -0.45 -0.06 0.14
C -2.0883 -0.0051 -0.7429 -0.10 0.04 -0.01
H -3.0989 -0.7314 1.3935 0.14 -0.08 -0.08
H -1.0156 1.5198 0.9158 0.03 -0.30 -0.24
H -1.4771 -0.7251 -1.3028 -0.10 0.28 0.24
H -2.8303 0.5334 -1.3423 0.24 -0.15 0.03
C -0.1617 -1.9757 0.9289 0.07 0.01 -0.32
O 0.2988 -2.0345 -0.1845 -0.18 -0.11 0.56
H -1.0677 -2.5478 1.2231 0.21 0.03 -0.08
H 0.2802 -1.3452 1.7284 0.03 -0.11 -0.19
C 2.2705 0.6231 0.1414 0.00 -0.02 0.04
C 1.5127 1.1058 -1.0940 0.27 0.06 -0.09
H 3.3164 0.9533 0.1335 -0.20 -0.04 0.00
H 1.8063 1.0109 1.0570 0.12 -0.08 -0.09
H 2.2584 -0.4717 0.1856 0.01 0.22 0.03
H 1.9674 0.6974 -2.0052 -0.13 0.13 0.15
H 1.5168 2.2002 -1.1698 0.04 -0.18 -0.01
H 0.4752 0.7819 -1.0648 0.02 -0.05 -0.06
```
Positions in Å, forces in eV/Å.

SMILES = C1=CC1.C=O.CC
highest occupied orbital energy = -9.74 eV
LUMO energy = 0.94 eV
energy above the lowest of the compared OMol25 structures with the same formula, charge and spin = 94.8 kcal/mol
HOMO-LUMO gap = 10.68 eV

***

ORCA calculation (ωB97M-V/def2-TZVPD) on a molecular structure, C8H26BCdFN2O6S at a distorted geometry.

The geometry in XYZ format:
```
46
Properties=species:S:1:pos:R:3:forces:R:3
Cd -0.2777 1.0604 -1.2968 2.79 1.64 -0.93
F 0.5853 1.7372 -3.1621 0.33 -0.21 0.02
B 0.0408 2.9150 -0.2947 -0.44 1.72 0.73
H 0.4239 3.7825 0.2199 1.53 2.91 2.08
H -0.4615 3.2640 -1.1837 -1.41 1.66 -3.40
H 0.8582 2.2469 -0.5178 4.00 -1.61 -0.21
H -0.7674 2.4509 0.2491 -2.84 -1.55 2.87
S -2.2793 0.1798 -2.7640 -4.43 -2.71 -6.62
O -2.1318 0.6035 -4.1640 -0.28 -0.49 0.76
O -1.0514 -0.5201 -2.4020 1.93 -3.69 -0.49
O -2.1817 1.2811 -1.8957 -2.79 5.41 2.65
O -3.4851 -0.5913 -2.5163 0.56 -0.09 0.30
C 2.3020 0.4192 1.2026 1.60 0.52 -0.55
C 2.4898 0.1229 -0.3836 0.59 -0.41 3.54
C 3.5316 -1.0050 -0.4890 1.75 0.68 -1.01
O 4.0471 -1.2209 -1.8987 -1.46 0.36 1.57
C 5.1502 -0.4107 -2.3085 0.34 -0.60 0.37
N 1.2304 -0.3303 -0.9533 2.80 -1.44 -0.05
H 2.6027 -0.3895 1.8686 -0.71 -0.95 -0.37
H 1.4156 0.9172 1.5956 -0.38 -0.35 -0.77
H 3.0927 1.0826 1.5530 0.21 0.64 -0.58
H 2.9286 0.9941 -0.8702 -0.71 0.15 -0.21
H 3.1820 -1.9115 0.0052 -0.51 -0.52 -1.02
H 4.4042 -0.8264 0.1393 0.30 0.72 -0.06
H 5.9963 -0.6944 -1.6826 0.33 0.19 0.05
H 5.0797 0.6768 -2.3288 -0.79 0.12 0.53
H 5.4077 -0.6483 -3.3407 -0.29 -0.46 0.04
H 0.7281 -0.9338 -0.3179 0.27 -0.28 0.34
H 1.6403 -0.9071 -1.6740 -1.20 -0.24 -1.15
C -1.5235 0.7106 2.5210 -0.57 1.93 -0.05
C -1.9968 -0.4232 1.6260 -0.97 1.20 0.60
C -3.6085 -0.5430 1.4843 1.85 0.77 1.85
O -3.9603 -1.8345 1.1755 -0.11 -0.93 -0.11
C -3.6335 -2.7849 2.1843 -0.77 -0.63 -1.25
N -1.4721 -0.2383 0.2733 -0.30 -1.55 1.25
H -1.6297 1.6376 1.9575 0.13 0.13 -0.20
H -0.4836 0.7353 2.8466 0.13 -0.65 -0.33
H -2.0904 0.9638 3.4169 -0.41 -0.78 0.19
H -1.4979 -1.2934 2.0526 -0.69 -0.54 -0.20
H -4.0544 0.1785 0.7997 0.58 -0.30 -0.80
H -4.1130 -0.2348 2.4000 0.19 -0.14 0.81
H -2.6048 -3.1442 2.1547 0.27 0.41 0.05
H -4.2287 -3.6347 1.8503 -0.08 -0.23 0.51
H -3.9132 -2.4929 3.1966 -0.04 0.27 0.02
H -1.5014 -1.1861 -0.0744 0.00 -0.13 -0.81
H -2.1892 0.2393 -0.2537 -0.34 0.05 0.05
```
Positions in Å, forces in eV/Å.

highest occupied orbital energy (spin up / spin down) = -5.49 / -5.37 eV
LUMO energy (spin up / spin down) = 2.51 / -0.15 eV
spin multiplicity = 2
total charge = -1
⟨S²⟩ = 0.76
HOMO-LUMO gap (spin up / spin down) = 8.00 / 5.21 eV

***

ORCA calculation (ωB97M-V/def2-TZVPD) on a molecular structure, C22H35EuNO4P2 at a distorted geometry.

The geometry in XYZ format:
```
65
Properties=species:S:1:pos:R:3:forces:R:3
P 0.4259 0.0696 -2.6146 0.71 -0.69 -1.22
P 2.5246 -0.5024 -0.1777 -0.38 -1.42 -0.79
C 2.2512 0.4998 -2.7874 0.13 0.16 -0.33
C 3.1030 -0.4183 -1.9154 0.12 0.31 0.16
H 2.4146 1.5729 -2.5634 0.01 -0.48 0.10
H 2.5409 0.3543 -3.8407 -0.06 0.25 0.31
H 3.1048 -1.4529 -2.3006 -0.05 0.36 0.11
H 4.1526 -0.0732 -1.9042 -0.27 -0.18 -0.06
C 2.5143 1.1856 0.4468 1.51 1.56 0.71
H 1.6918 1.3337 1.1785 0.48 -0.10 -0.68
H 2.4907 1.9241 -0.3937 0.12 -0.49 0.36
H 3.4538 1.4057 0.9821 0.12 0.20 0.17
C 4.0335 -1.2955 0.5331 0.12 0.31 0.47
H 4.9551 -0.7974 0.1964 -0.30 -0.04 0.17
H 4.0845 -2.3521 0.2251 -0.13 0.39 0.04
H 3.9855 -1.2600 1.6305 0.14 -0.08 -0.26
C -0.4765 1.5971 -3.1157 -0.35 0.21 -0.64
H -1.3865 1.7091 -2.5086 0.43 0.25 -0.11
H -0.7851 1.4367 -4.1533 0.04 0.42 0.11
H 0.1328 2.5205 -3.0762 -0.26 -0.29 -0.21
C 0.3958 -0.6338 -4.3450 -0.14 0.15 -0.63
H 1.0622 -1.4934 -4.4827 -0.16 0.18 0.20
H 0.6996 0.1421 -5.0547 0.02 -0.07 0.02
H -0.6230 -0.9424 -4.5983 0.18 0.07 -0.05
Eu 0.2137 2.7694 -0.5304 -0.98 -0.05 0.28
C 1.5181 -3.1411 -0.9650 -0.13 -1.14 0.24
C 1.4056 -2.0490 0.0861 -0.23 -0.45 -0.03
C -0.0499 -1.6107 0.3457 -0.12 0.28 0.65
C -1.0294 -1.7908 -0.8257 -0.28 -0.52 -0.51
C -0.3947 -1.9919 -2.2189 -0.96 0.37 1.49
C 0.6459 -3.0485 -2.2545 0.18 -0.20 -0.16
C 0.0240 -4.4431 -1.9514 -0.28 -0.11 -0.30
C 0.8004 -4.5130 -0.6391 0.35 0.09 0.46
C -2.3264 2.8419 -0.8573 0.57 -0.04 -0.04
H 2.5576 -3.3799 -1.2220 -0.01 0.30 0.11
H 1.8242 -2.4299 1.0356 -0.13 0.03 -0.27
H -0.1397 -0.5749 0.7452 0.52 -0.50 -0.49
H -0.4041 -2.2002 1.2008 -0.12 -0.09 -0.22
H -1.6454 -2.6775 -0.5952 -0.01 0.21 -0.18
H -1.7279 -0.9392 -0.8586 0.20 -0.26 -0.04
H -1.1611 -2.0902 -3.0054 0.37 0.09 0.32
H 1.2534 -3.0762 -3.1718 -0.27 0.23 0.17
H 0.3072 -5.2121 -2.6752 -0.17 0.07 0.06
H -1.0711 -4.4202 -1.8295 0.43 -0.12 -0.21
H 0.1671 -4.4790 0.2546 0.17 -0.02 -0.12
H 1.4732 -5.3788 -0.5747 -0.11 0.28 0.18
H -2.5844 2.0658 -0.1105 -0.30 0.39 -0.14
H -2.9314 2.7065 -1.7744 0.08 0.17 0.57
H -2.4657 3.8532 -0.4421 -0.46 -0.27 0.05
O -0.2582 3.7651 1.6324 -0.34 -1.07 0.79
C -0.6177 2.6312 2.1131 0.77 -0.21 -1.80
O -0.1965 1.5279 1.5927 -0.75 1.36 0.81
C -1.6331 2.5667 3.1922 -0.73 0.09 0.56
C -2.2181 3.7609 3.6462 -0.04 -0.47 0.12
C -3.1361 3.7225 4.6881 -0.23 -0.41 0.41
C -3.5098 2.4982 5.2749 1.84 0.05 -2.03
C -2.9834 1.2925 4.7546 -0.28 0.38 0.33
C -2.0616 1.3264 3.7074 -0.08 0.45 0.06
N -4.3785 2.5018 6.4009 -2.19 -0.10 2.71
O -4.7920 3.5965 6.8504 0.92 -1.98 -1.05
O -4.6981 1.4047 6.9117 0.70 1.87 -1.08
H -1.9769 4.7130 3.1696 0.13 -0.41 0.21
H -3.5611 4.6326 5.0862 -0.04 -0.01 -0.05
H -3.2954 0.3452 5.1890 0.03 0.25 -0.10
H -1.6888 0.3947 3.2642 -0.04 0.52 0.30
```
Positions in Å, forces in eV/Å.

highest occupied orbital energy (spin up / spin down) = -3.96 / -6.06 eV
LUMO energy (spin up / spin down) = -0.90 / -0.90 eV
spin multiplicity = 8
energy above the lowest of the compared OMol25 structures with the same formula, charge and spin = 171.1 kcal/mol
⟨S²⟩ = 15.79
HOMO-LUMO gap (spin up / spin down) = 3.06 / 5.16 eV

***

ORCA calculation (ωB97M-V/def2-TZVPD) on 2 unconnected molecules or ions with the total composition C5H14O at a distorted geometry.

The geometry in XYZ format:
```
20
Properties=species:S:1:pos:R:3:forces:R:3
C -1.5847 -1.5443 0.7157 -0.12 0.07 0.93
C -0.7305 -0.3045 0.7526 1.51 0.96 -1.00
C -0.1309 0.0003 -0.6289 -0.07 -0.24 -0.49
C 0.8385 1.1871 -0.6489 -0.66 -0.17 0.33
C 0.0964 2.4726 -0.2473 -0.01 0.52 -0.50
H -2.2836 -1.4961 -0.1125 -0.05 -0.05 -0.21
H -1.0108 -2.4668 0.6603 0.17 0.06 -0.26
H -2.1704 -1.6097 1.6261 -0.26 -0.11 0.19
H -1.2273 0.6138 1.0344 -0.94 -0.04 0.16
H 0.1198 -0.2464 1.4442 -0.09 -0.96 0.27
H 0.3261 -0.8750 -1.0891 0.19 -0.19 0.41
H -0.9647 0.1774 -1.3135 -0.12 0.43 -0.06
H 1.6405 1.0235 0.0771 0.06 -0.17 -0.05
H 1.3140 1.2379 -1.6284 -0.08 0.26 -0.04
H -0.9765 2.3237 -0.1319 -0.03 -0.18 -0.07
H 0.4447 2.8757 0.6897 0.18 0.08 0.42
H 0.1917 3.2877 -0.9685 0.17 -0.13 -0.10
O 1.8550 -2.5169 -0.3121 0.42 0.31 0.59
H 1.9474 -2.4355 0.6473 -0.26 -0.45 -0.01
H 2.3054 -1.7043 -0.5663 -0.01 0.00 -0.51
```
Positions in Å, forces in eV/Å.

SMILES = CCCCC.O
highest occupied orbital energy = -10.86 eV
LUMO energy = 0.88 eV
energy above the lowest of the compared OMol25 structures with the same formula, charge and spin = 11.5 kcal/mol
HOMO-LUMO gap = 11.74 eV

***

Number 1: total energy -310.9082 a.u.. Number 2: total energy -1571.7602 a.u.. Number 3: total energy -2607.6129 a.u.. Number 4: total energy -274.1237 a.u..